Below is a molecular structure, C14H26MgO3P2, with properties calculated with ωB97M-V/def2-TZVPD.

Properties
Gap between HOMO and LUMO ... 0.279 Eh
HOMO ... -7.58 eV
2S+1 ... 1
E_LUMO ... 0.0003 Eh

Each line ends with the natural charge from an NBO analysis.
Geometry (Å):
Mg  0.25  0.24  -0.16  1.49
H  -0.74  -0.11  1.77  0.00
H  -0.22  -0.70  1.75  0.00
P  -1.43  1.98  0.14  0.72
P  2.05  -1.36  -0.39  0.75
C  1.84  -2.69  -1.63  -0.95
H  2.80  -3.21  -1.75  0.22
H  1.05  -3.36  -1.26  0.28
H  1.50  -2.22  -2.57  0.25
C  3.44  -0.33  -0.99  -0.95
H  3.63  0.45  -0.24  0.23
H  4.32  -0.98  -1.13  0.22
H  3.12  0.14  -1.93  0.27
C  2.67  -2.20  1.11  -0.95
H  1.90  -2.90  1.47  0.26
H  3.61  -2.72  0.86  0.22
H  2.84  -1.43  1.89  0.23
C  -0.60  3.46  -0.55  -0.94
H  -1.25  4.34  -0.44  0.22
H  0.35  3.60  -0.01  0.24
H  -0.37  3.26  -1.61  0.27
C  -3.02  1.88  -0.76  -0.94
H  -3.60  1.05  -0.32  0.26
H  -3.56  2.84  -0.66  0.23
H  -2.80  1.65  -1.81  0.26
C  -1.89  2.48  1.84  -0.95
H  -0.96  2.61  2.42  0.24
H  -2.46  3.42  1.80  0.23
H  -2.48  1.66  2.29  0.25
C  -1.26  -1.19  -1.11  0.40
O  -1.97  -1.79  -1.79  -0.54
H  0.73  0.97  -1.80  -0.75
O  -2.38  -1.94  1.28  -0.70
C  -1.50  -2.77  0.99  0.78
O  -0.47  -2.51  0.19  -0.83
C  -1.48  -4.18  1.51  -0.17
C  -0.37  -5.02  1.29  -0.16
C  -0.44  -6.36  1.71  -0.22
C  -1.62  -6.82  2.33  -0.21
C  -2.73  -5.97  2.52  -0.22
C  -2.65  -4.63  2.10  -0.16
H  0.52  -4.64  0.80  0.22
H  0.40  -7.01  1.56  0.21
H  -1.68  -7.85  2.66  0.21
H  -3.64  -6.30  2.99  0.21
H  -3.45  -3.91  2.21  0.24

Below is 2 unconnected molecules or ions with the total composition C3H9NO, with properties calculated with ωB97M-V/def2-TZVPD.

Properties
⟨S²⟩ ... 0.7563
Gap between HOMO and LUMO (spin up / spin down) ... 0.227 / 0.077 Eh
HOMO (spin up / spin down) ... -12.53 / -12.53 eV
2S+1 ... 2
Total charge ... +1
E_LUMO (spin up / spin down) ... -0.2332 / -0.3838 Eh

Each line ends with the natural charge from an NBO analysis.
Geometry (Å):
C  1.90  -2.11  -0.81  -0.63
C  3.05  -3.03  -1.26  -0.61
H  1.81  -1.38  -0.04  0.21
H  1.02  -2.69  -0.85  0.21
H  1.86  -1.17  -1.53  0.18
H  3.93  -2.93  -0.81  0.21
H  2.66  -4.07  -1.51  0.22
H  3.24  -2.60  -2.23  0.21
C  -2.71  3.01  1.82  0.47
N  -3.80  3.52  1.16  -0.69
O  -2.10  3.68  2.66  0.02
H  -2.24  2.17  1.24  0.30
H  -4.58  3.03  0.94  0.44
H  -4.04  4.59  1.22  0.46

Below is C5H8N2 in the gas phase, with properties calculated with ωB97M-V/def2-TZVPD.

Properties
Gap between HOMO and LUMO (spin up / spin down) ... 0.274 / 0.341 Eh
HOMO (spin up / spin down) ... -8.00 / -8.93 eV
2S+1 ... 1
E_LUMO (spin up / spin down) ... -0.0195 / 0.0128 Eh

Each line ends with the natural charge from an NBO analysis.
Geometry (Å):
C  1.11  1.89  0.49  -0.68
C  0.54  1.07  -0.62  -0.06
C  0.51  -0.38  -0.48  -0.31
N  -0.52  -0.70  0.53  -0.38
C  -1.16  -2.01  0.54  -0.25
C  -1.75  -0.82  -0.16  0.24
N  -2.32  -0.19  -1.03  -0.25
H  1.58  1.25  1.24  0.21
H  0.35  2.49  1.00  0.23
H  1.86  2.61  0.11  0.22
H  0.29  1.54  -1.56  0.19
H  0.31  -0.88  -1.44  0.20
H  1.46  -0.73  -0.05  0.21
H  -0.74  -2.80  -0.09  0.21
H  -1.52  -2.33  1.52  0.23

Below is a molecular structure, C19H45F3N2O4SSbTi, with properties calculated with ωB97M-V/def2-TZVPD.

Properties
⟨S²⟩ ... 0.7547
Gap between HOMO and LUMO (spin up / spin down) ... 0.290 / 0.288 Eh
HOMO (spin up / spin down) ... -13.57 / -13.52 eV
2S+1 ... 2
Total charge ... +2
E_LUMO (spin up / spin down) ... -0.2090 / -0.2090 Eh

Each line ends with the Mulliken spin population.
Geometry (Å):
Ti  -0.41  0.21  0.67  0.97
N  -1.41  1.62  6.82  0.00
C  -2.12  1.60  5.49  0.00
C  -1.10  1.31  4.38  0.01
N  -1.69  1.26  3.05  0.00
H  -2.07  1.68  7.60  0.00
H  -0.78  2.43  6.89  0.00
H  -0.85  0.78  6.95  0.00
H  -2.60  2.56  5.35  0.00
H  -2.88  0.83  5.53  0.00
H  -0.61  0.35  4.58  0.00
H  -0.32  2.07  4.39  0.00
H  -2.07  2.16  2.78  0.00
H  -2.42  0.56  2.99  0.00
C  -3.48  -2.25  -0.31  0.00
C  -3.15  -1.19  0.73  -0.02
C  -3.97  0.08  0.47  0.03
C  -3.39  -1.75  2.14  0.00
O  -1.74  -0.84  0.62  -0.04
H  -4.54  -2.48  -0.24  0.00
H  -2.91  -3.16  -0.13  0.00
H  -3.28  -1.89  -1.32  0.00
H  -4.93  0.04  0.99  0.00
H  -4.18  0.20  -0.60  0.00
H  -3.43  0.97  0.80  0.00
H  -4.06  -2.61  2.10  0.00
H  -3.86  -1.01  2.80  0.00
H  -2.45  -2.08  2.58  0.00
F  2.72  3.44  1.54  0.00
C  2.51  2.59  2.54  0.00
F  3.64  2.27  3.12  0.00
F  1.68  3.15  3.43  0.00
S  1.69  1.09  1.84  0.02
O  1.04  0.30  2.86  0.00
O  2.71  0.42  1.09  0.01
O  0.62  1.74  0.99  0.00
C  4.29  -0.21  -1.38  0.00
C  3.23  0.41  -2.27  0.00
C  3.25  1.93  -2.18  0.00
C  3.38  -0.07  -3.70  0.00
Sb  1.16  -0.18  -1.57  0.02
C  1.09  -2.43  -1.64  -0.02
C  1.41  -2.83  -0.20  0.02
C  -0.31  -2.87  -2.03  0.01
C  2.10  -3.03  -2.60  0.00
C  -0.30  0.87  -2.91  0.01
C  -1.60  0.08  -2.91  0.00
C  -0.51  2.20  -2.21  -0.03
C  0.18  1.07  -4.34  0.00
H  5.27  0.12  -1.74  0.00
H  4.28  -1.30  -1.42  0.00
H  4.19  0.10  -0.34  0.00
H  4.24  2.29  -2.50  0.00
H  3.10  2.28  -1.15  0.00
H  2.51  2.40  -2.83  0.00
H  4.36  0.28  -4.07  0.00
H  2.63  0.32  -4.37  0.00
H  3.39  -1.15  -3.77  0.00
H  0.67  -2.43  0.50  -0.02
H  2.39  -2.49  0.11  0.00
H  1.38  -3.92  -0.11  0.00
H  -0.38  -3.97  -1.95  0.00
H  -1.07  -2.44  -1.38  0.00
H  -0.54  -2.62  -3.07  0.00
H  3.13  -2.80  -2.32  0.00
H  1.93  -2.70  -3.63  0.00
H  2.00  -4.12  -2.59  0.00
H  -1.93  -0.17  -1.89  0.01
H  -1.53  -0.85  -3.47  0.00
H  -2.40  0.68  -3.37  0.00
H  -0.94  2.07  -1.20  0.03
H  -1.23  2.81  -2.77  0.00
H  0.41  2.78  -2.10  0.00
H  0.38  0.12  -4.84  0.00
H  1.08  1.69  -4.39  0.00
H  -0.59  1.59  -4.91  0.00

Below is a gas-phase ion, C3H7NO5P (charge -1), with properties calculated with ωB97M-V/def2-TZVPD.

Properties
SMILES string ... CO[P@](=O)([O-])[C@@H](N)C(=O)O
Gap between HOMO and LUMO ... 0.325 Eh
HOMO ... -5.08 eV
2S+1 ... 1
Total charge ... -1
E_LUMO ... 0.1385 Eh

Each line ends with the natural charge from an NBO analysis.
Geometry (Å):
C  -2.57  -0.21  -0.44  -0.24
O  -1.64  -0.83  0.35  -0.85
P  -0.10  -1.26  -0.02  2.33
O  -0.12  -1.51  -1.45  -1.19
O  0.28  -2.22  1.02  -1.12
C  0.76  0.79  0.25  -0.42
N  0.60  1.11  1.64  -0.85
C  2.14  0.37  -0.21  0.73
O  3.07  0.53  0.56  -0.66
O  2.29  -0.09  -1.43  -0.68
H  -2.08  -0.08  -1.53  0.18
H  -2.73  0.81  0.15  0.16
H  -3.58  -0.69  -0.64  0.16
H  0.13  1.31  -0.53  0.21
H  1.37  1.82  1.88  0.35
H  0.73  0.36  2.28  0.38
H  1.45  -0.22  -1.86  0.51

Below is C21H24N2O3 in the gas phase, with properties calculated with ωB97M-V/def2-TZVPD.

Properties
SMILES string ... COc1ccccc1CCC(=O)N1CCN(C(=O)c2ccccc2)CC1
Gap between HOMO and LUMO ... 0.336 Eh
HOMO ... -8.36 eV
2S+1 ... 1
E_LUMO ... 0.0287 Eh

Each line ends with the natural charge from an NBO analysis.
Geometry (Å):
C  5.08  0.78  0.55  -0.25
O  4.09  0.04  -0.12  -0.52
C  3.60  -1.08  0.48  0.38
C  4.05  -1.59  1.69  -0.32
C  3.49  -2.75  2.21  -0.19
C  2.49  -3.41  1.53  -0.24
C  2.04  -2.91  0.32  -0.18
C  2.58  -1.75  -0.22  -0.09
C  2.05  -1.18  -1.50  -0.40
C  1.15  0.03  -1.20  -0.51
C  0.14  -0.28  -0.12  0.71
O  0.19  0.24  0.97  -0.63
N  -0.80  -1.24  -0.39  -0.46
C  -1.24  -1.65  -1.70  -0.23
C  -2.70  -1.16  -1.90  -0.24
N  -2.95  -0.05  -1.00  -0.44
C  -2.44  1.16  -1.38  0.66
O  -1.94  1.33  -2.48  -0.62
C  -2.60  2.28  -0.42  -0.08
C  -1.51  3.10  -0.13  -0.17
C  -1.65  4.17  0.73  -0.21
C  -2.89  4.45  1.29  -0.20
C  -3.98  3.65  0.99  -0.22
C  -3.84  2.57  0.15  -0.21
C  -2.98  -0.48  0.38  -0.23
C  -1.82  -1.47  0.61  -0.25
H  5.30  1.63  -0.09  0.20
H  5.99  0.19  0.69  0.18
H  4.73  1.14  1.52  0.18
H  4.83  -1.09  2.24  0.22
H  3.85  -3.13  3.16  0.21
H  2.06  -4.31  1.93  0.21
H  1.26  -3.42  -0.22  0.21
H  1.50  -1.95  -2.04  0.20
H  2.88  -0.84  -2.12  0.23
H  0.65  0.39  -2.11  0.24
H  1.77  0.84  -0.81  0.24
H  -0.61  -1.21  -2.47  0.23
H  -1.20  -2.74  -1.79  0.19
H  -3.42  -1.94  -1.68  0.20
H  -2.85  -0.81  -2.93  0.24
H  -0.56  2.87  -0.58  0.23
H  -0.80  4.79  0.96  0.22
H  -3.00  5.29  1.96  0.21
H  -4.95  3.88  1.42  0.21
H  -4.70  1.95  -0.09  0.22
H  -3.95  -0.95  0.59  0.20
H  -2.87  0.39  1.03  0.24
H  -1.37  -1.31  1.60  0.25
H  -2.15  -2.50  0.53  0.19

Below is C4H8N2 in the gas phase, with properties calculated with ωB97M-V/def2-TZVPD.

Properties
SMILES string ... CN(C)CC#N
Gap between HOMO and LUMO ... 0.345 Eh
HOMO ... -8.62 eV
2S+1 ... 1
E_LUMO ... 0.0284 Eh

Each line ends with the natural charge from an NBO analysis.
Geometry (Å):
C  -0.41  1.33  0.25  -0.40
N  -0.29  -0.05  -0.17  -0.45
C  -1.13  -0.92  0.64  -0.40
C  0.80  -0.37  -1.07  -0.30
C  2.06  -0.44  -0.30  0.25
N  2.91  -0.40  0.48  -0.33
H  -1.35  1.76  -0.12  0.19
H  0.43  1.92  -0.13  0.20
H  -0.41  1.42  1.35  0.19
H  -1.09  -0.62  1.70  0.19
H  -0.88  -1.98  0.60  0.21
H  -2.19  -0.81  0.35  0.19
H  0.92  0.44  -1.82  0.24
H  0.68  -1.27  -1.68  0.24

Below is 2 unconnected molecules or ions with the total composition C9H11O3, with properties calculated with ωB97M-V/def2-TZVPD.

Properties
⟨S²⟩ ... 0.7563
Gap between HOMO and LUMO (spin up / spin down) ... 0.324 / 0.183 Eh
HOMO (spin up / spin down) ... -8.29 / -8.29 eV
2S+1 ... 2
E_LUMO (spin up / spin down) ... 0.0195 / -0.1220 Eh

Each line ends with the natural charge from an NBO analysis.
Geometry (Å):
C  -3.29  1.63  1.23  -0.54
C  -3.09  0.06  1.80  0.76
O  -2.99  -0.69  0.85  -0.47
O  -3.28  -0.03  3.01  -0.46
H  -3.60  1.42  0.23  0.24
H  -2.34  2.12  1.41  0.23
H  -3.97  2.10  1.93  0.23
C  0.24  -1.46  -2.54  -0.63
C  0.77  0.50  -1.03  -0.18
C  1.05  -0.85  -1.44  -0.06
C  1.53  1.08  -0.08  -0.30
C  2.33  0.26  0.78  0.31
C  1.92  -1.58  -0.66  -0.18
C  2.60  -1.05  0.46  -0.28
O  2.85  0.84  1.90  -0.67
H  -0.01  0.94  -1.64  0.21
H  1.34  2.11  0.19  0.20
H  -0.43  -2.26  -2.23  0.22
H  0.85  -1.87  -3.35  0.22
H  2.18  -2.61  -0.89  0.21
H  2.44  1.68  2.04  0.48
H  3.25  -1.67  1.04  0.23
H  -0.36  -0.68  -3.00  0.21